Density functional theory data (wB97M-V/def2-TZVPD) for one molecule with the formula C15H18N2O2S in a non-equilibrium geometry.

The HOMO energy is -8.241 eV. The value obtained for the largest force on an atom is 1.20 eV/A. Its molar mass is 290.39 g mol⁻¹. As for the net charge: 0. Its SMILES is CCc1ccc(OCCCC(=O)Nc2nccs2)cc1. The energy above the lowest of the compared OMol25 structures with the same formula, charge and spin is 0.892 eV.

Each line ends with the natural charge from an NBO analysis.
Positions of all 38 atoms, in Å:
S (6.223, -1.542, -0.354)  0.344
O (4.346, 2.977, -0.522)  -0.583
O (-0.210, 1.348, -0.462)  -0.525
N (3.761, -1.122, 0.285)  -0.497
N (4.942, 0.836, -0.347)  -0.630
C (-5.308, -1.113, -0.315)  -0.409
C (-1.839, -0.043, -1.394)  -0.276
C (1.671, 2.633, 0.207)  -0.407
C (0.257, 2.195, 0.567)  -0.061
C (-5.190, -2.479, 0.366)  -0.593
C (2.622, 1.440, 0.163)  -0.519
C (-1.454, 0.804, -0.354)  0.379
C (5.237, -2.874, 0.127)  -0.456
C (-3.079, -0.643, -1.384)  -0.186
C (3.984, -2.453, 0.421)  -0.032
C (4.814, -0.499, -0.110)  0.265
C (-3.975, -0.421, -0.344)  -0.053
C (-3.584, 0.420, 0.686)  -0.184
C (4.000, 1.851, -0.259)  0.707
C (-2.341, 1.032, 0.691)  -0.325
H (-5.675, -1.251, -1.334)  0.205
H (5.642, -3.864, 0.160)  0.243
H (-2.081, 1.682, 1.511)  0.218
H (-6.031, -0.502, 0.229)  0.205
H (-6.154, -2.981, 0.384)  0.205
H (3.172, -3.077, 0.744)  0.215
H (-4.839, -2.361, 1.388)  0.204
H (-4.263, 0.609, 1.506)  0.207
H (-0.395, 3.076, 0.659)  0.179
H (1.658, 3.116, -0.771)  0.222
H (2.685, 0.952, 1.138)  0.244
H (-3.361, -1.294, -2.200)  0.208
H (-4.480, -3.107, -0.169)  0.204
H (0.261, 1.659, 1.527)  0.169
H (5.859, 1.151, -0.643)  0.417
H (2.245, 0.692, -0.537)  0.259
H (2.021, 3.362, 0.939)  0.218
H (-1.143, -0.211, -2.202)  0.220

=====

Density functional theory data (wB97M-V/def2-TZVPD) for one molecule with the formula C15H18N4O4 in a non-equilibrium geometry.

The HOMO energy is -8.706 eV. The value obtained for the largest force on an atom is 5.26 eV/A. Its molar mass is 318.33 g mol⁻¹. As for the net charge: 0. Its SMILES is N[C@@H](Cc1c[nH]cn1)C(=O)N[C@@H](Cc1ccc(O)cc1)C(=O)O. The energy above the lowest of the compared OMol25 structures with the same formula, charge and spin is 4.878 eV.

Each line ends with the natural charge from an NBO analysis.
Positions of all 41 atoms, in Å:
O (-5.474, -1.894, 0.093)  -0.669
O (-0.158, -0.688, -1.560)  -0.662
O (2.103, 2.592, -0.332)  -0.691
O (0.600, 4.061, -0.058)  -0.604
N (3.268, -0.070, 0.070)  -0.545
N (-0.127, -3.087, -0.474)  -0.832
N (5.372, -0.633, 0.513)  -0.506
N (0.265, 0.478, 0.378)  -0.629
C (-1.487, 2.215, 0.334)  -0.446
C (3.362, -1.387, -0.068)  0.131
C (-2.576, 1.115, 0.401)  -0.063
C (2.162, -2.181, -0.450)  -0.460
C (-0.210, 1.745, -0.331)  -0.177
C (-2.736, 0.182, 1.358)  -0.185
C (4.699, -1.804, 0.190)  -0.103
C (-4.429, -0.955, 0.166)  0.276
C (4.476, 0.388, 0.511)  0.153
C (0.293, -0.616, -0.404)  0.659
C (0.740, -1.974, 0.100)  -0.120
C (-3.604, -0.935, 1.282)  -0.290
C (0.855, 2.859, -0.224)  0.771
C (-4.429, 0.046, -0.748)  -0.271
C (-3.509, 1.081, -0.671)  -0.146
H (-3.511, -1.733, 2.078)  0.217
H (-0.245, 1.405, -1.396)  0.282
H (-1.845, 3.206, -0.143)  0.260
H (-3.455, 1.831, -1.409)  0.212
H (2.286, -3.294, -0.128)  0.246
H (5.253, -2.713, 0.191)  0.225
H (4.639, 1.502, 0.532)  0.231
H (-4.966, -2.738, 0.590)  0.470
H (2.098, -2.045, -1.541)  0.243
H (0.576, -2.158, 1.318)  0.202
H (1.077, 0.479, 1.194)  0.438
H (-1.078, -2.978, -0.002)  0.353
H (2.360, 1.561, -0.294)  0.524
H (-1.332, 2.780, 1.376)  0.243
H (-0.367, -2.583, -1.486)  0.393
H (-5.271, 0.030, -1.432)  0.230
H (6.252, -0.621, 1.075)  0.433
H (-2.141, 0.010, 2.242)  0.210

=====

Density functional theory data (wB97M-V/def2-TZVPD) for C15H18N7O10P2Rb as an isolated structure in a non-equilibrium geometry.

The HOMO energy is -9.403 eV. The value obtained for the largest force on an atom is 2.45 eV/A. Its molar mass is 603.76 g mol⁻¹. As for the net charge: 0. The energy above the lowest of the compared OMol25 structures with the same formula, charge and spin is 0.000 eV.

Each line ends with the natural charge from an NBO analysis.
Positions of all 53 atoms, in Å:
Rb (-0.562, -0.588, -0.256)  0.927
P (-0.472, 1.750, 1.980)  2.378
P (1.475, 2.446, -0.381)  2.375
O (-1.430, -1.118, 3.432)  -0.682
O (0.463, 0.752, 2.612)  -1.212
O (2.166, -1.841, -1.134)  -0.577
O (-1.118, 2.582, 3.224)  -1.019
O (3.997, -0.929, -0.200)  -0.670
O (-1.554, 1.329, 1.060)  -1.166
O (2.929, 2.552, 0.011)  -1.136
O (1.157, 3.647, -1.414)  -1.000
O (0.904, 1.181, -0.917)  -1.188
O (-1.646, -2.946, 2.173)  -0.557
N (-5.124, -1.783, -2.150)  -0.345
N (1.871, 3.063, 2.169)  -0.739
N (-1.211, -1.945, -6.059)  -0.370
N (1.071, -2.047, 1.391)  -0.392
N (-4.449, -1.891, -3.312)  -0.268
N (-0.870, -1.388, -3.356)  -0.372
N (-3.066, -1.391, -1.598)  -0.482
C (0.571, -2.124, 2.614)  0.102
C (-2.069, -1.654, -3.864)  0.108
C (-4.293, -1.487, -1.140)  0.195
C (0.011, 4.385, 1.128)  -0.634
C (2.720, -1.943, 3.605)  -0.165
C (2.374, -1.826, 1.258)  0.080
C (-2.238, -1.932, -5.215)  0.018
C (-3.214, -1.647, -2.927)  0.271
C (1.355, -2.087, 3.757)  -0.206
C (3.244, -1.766, 2.332)  -0.201
C (2.811, -1.557, -0.160)  0.772
C (-0.944, -2.128, 2.700)  0.757
C (0.159, -1.404, -4.196)  0.003
C (0.664, 3.008, 1.240)  -0.633
C (-0.011, -1.681, -5.542)  -0.011
H (3.370, -1.922, 4.471)  0.223
H (-3.223, -2.147, -5.614)  0.214
H (-0.890, 4.313, 0.519)  0.243
H (0.425, 3.394, -1.995)  0.506
H (0.898, -2.150, 4.737)  0.231
H (-0.280, 4.747, 2.116)  0.215
H (-2.035, 2.812, 3.017)  0.506
H (0.673, 5.107, 0.649)  0.229
H (-4.607, -1.359, -0.113)  0.223
H (4.297, -1.580, 2.171)  0.239
H (1.137, -1.194, -3.773)  0.218
H (-6.117, -1.927, -2.134)  0.417
H (1.913, 3.923, 2.705)  0.408
H (4.147, -0.669, -1.120)  0.506
H (-0.730, -0.427, 3.482)  0.525
H (1.849, 2.249, 2.789)  0.455
H (2.668, 2.930, 1.449)  0.477
H (0.833, -1.693, -6.222)  0.200

=====

Density functional theory data (wB97M-V/def2-TZVPD) for a 2-piece molecular cluster, C15H18O overall in a non-equilibrium geometry.

The HOMO energy is -8.299 eV. The value obtained for the largest force on an atom is 1.78 eV/A. Its molar mass is 214.31 g mol⁻¹. As for the net charge: 0. Its SMILES is Cc1ccc(O)cc1.CCc1ccccc1. The energy above the lowest of the compared OMol25 structures with the same formula, charge and spin is 0.735 eV.

Each line ends with the natural charge from an NBO analysis.
Positions of all 34 atoms, in Å:
O (2.955, -1.803, 0.640)  -0.679
C (1.352, 1.431, 0.868)  -0.180
C (-2.605, -1.079, -0.924)  0.000
C (-3.002, 0.659, -2.783)  -0.611
C (3.805, 0.389, 0.055)  -0.285
C (-2.950, -0.464, 1.358)  -0.202
C (2.335, 2.279, 0.365)  -0.053
C (2.804, -0.439, 0.530)  0.294
C (-1.825, -2.513, 0.861)  -0.194
C (-1.954, -2.229, -0.484)  -0.215
C (2.066, 3.764, 0.273)  -0.621
C (-3.130, -0.183, -0.005)  -0.225
C (-2.235, -1.549, 1.793)  -0.239
C (1.594, 0.072, 0.970)  -0.257
C (-2.709, -0.770, -2.417)  -0.424
C (3.520, 1.746, -0.111)  -0.199
H (1.841, 4.118, 1.285)  0.215
H (-1.478, -3.476, 1.217)  0.214
H (4.203, 2.240, -0.797)  0.213
H (1.170, 3.983, -0.311)  0.215
H (-3.391, 0.245, 2.056)  0.207
H (-3.705, 0.693, -0.227)  0.212
H (-3.133, 0.761, -3.862)  0.214
H (-1.685, -2.904, -1.279)  0.206
H (-1.781, -1.157, -2.841)  0.211
H (4.759, -0.045, -0.221)  0.206
H (-3.398, -1.490, -2.850)  0.211
H (-3.897, 1.064, -2.323)  0.208
H (2.927, 4.317, -0.074)  0.215
H (-2.115, 1.250, -2.624)  0.214
H (3.699, -2.109, 0.096)  0.477
H (0.407, 1.781, 1.242)  0.212
H (-1.808, -1.698, 2.767)  0.216
H (0.867, -0.567, 1.453)  0.228

=====

Density functional theory data (wB97M-V/def2-TZVPD) for a 2-piece molecular cluster, C15H18O overall in a non-equilibrium geometry.

The HOMO energy is -8.257 eV. The value obtained for the largest force on an atom is 5.99 eV/A. Its molar mass is 214.31 g mol⁻¹. As for the net charge: 0. Its SMILES is CCc1ccc(O)cc1.Cc1ccccc1. The energy above the lowest of the compared OMol25 structures with the same formula, charge and spin is 2.424 eV.

Each line ends with the natural charge from an NBO analysis.
Positions of all 34 atoms, in Å:
O (-5.946, 1.119, 0.745)  -0.667
C (-0.879, -0.607, -0.985)  -0.428
C (3.018, -1.063, 0.328)  -0.209
C (-4.786, 0.593, 0.295)  0.290
C (5.097, 0.108, 0.236)  -0.048
C (-4.015, 1.531, -0.361)  -0.255
C (-0.974, -1.650, -2.061)  -0.638
C (3.272, 1.015, 1.573)  -0.193
C (-2.712, 1.079, -0.781)  -0.180
C (2.462, -0.033, 1.075)  -0.218
C (-4.412, -0.769, 0.362)  -0.265
C (-2.321, -0.243, -0.528)  -0.026
C (4.303, -0.975, -0.097)  -0.207
C (-3.187, -1.160, 0.071)  -0.212
C (4.613, 1.115, 1.141)  -0.204
C (6.392, 0.300, -0.317)  -0.632
H (-5.200, -1.477, 0.720)  0.203
H (5.147, 2.082, 1.414)  0.218
H (1.453, -0.146, 1.363)  0.204
H (2.818, 1.690, 2.146)  0.199
H (2.330, -1.816, -0.020)  0.209
H (-1.973, -2.252, -2.242)  0.217
H (-6.303, 0.538, 1.420)  0.475
H (-3.056, -2.157, 0.113)  0.210
H (-0.313, -0.896, -0.102)  0.209
H (6.526, 1.243, -0.887)  0.224
H (4.671, -1.796, -0.789)  0.211
H (-4.318, 2.480, -0.372)  0.212
H (-0.484, 0.284, -1.472)  0.215
H (7.215, 0.373, 0.478)  0.228
H (-0.557, -1.453, -3.096)  0.222
H (6.558, -0.445, -1.182)  0.217
H (-2.036, 1.724, -1.284)  0.205
H (-0.156, -2.371, -1.878)  0.210

=====

Density functional theory data (wB97M-V/def2-TZVPD) for a 2-piece molecular cluster, C15H18O2 overall in a non-equilibrium geometry.

The HOMO energy is -8.537 eV. The value obtained for the largest force on an atom is 1.66 eV/A. Its molar mass is 230.31 g mol⁻¹. As for the net charge: 0. Its SMILES is CCc1ccc(O)cc1.Cc1ccc(O)cc1. The energy above the lowest of the compared OMol25 structures with the same formula, charge and spin is 1.101 eV.

Each line ends with the natural charge from an NBO analysis.
Positions of all 35 atoms, in Å:
O (0.890, 3.031, 0.056)  -0.714
O (3.199, 1.792, -2.896)  -0.706
C (-1.065, 1.730, 0.394)  -0.244
C (-0.004, -0.702, -1.911)  -0.040
C (0.917, 1.235, 1.661)  -0.269
C (-0.230, 0.515, -2.548)  -0.179
C (-0.923, -2.435, 3.263)  -0.607
C (2.341, -0.134, -1.810)  -0.256
C (0.265, 1.973, 0.678)  0.282
C (-1.187, -1.629, -1.783)  -0.625
C (-1.708, 0.701, 1.078)  -0.194
C (2.119, 1.042, -2.503)  0.267
C (1.279, -0.983, -1.479)  -0.183
C (-1.006, -0.173, 1.900)  -0.051
C (0.293, 0.172, 2.282)  -0.159
C (0.808, 1.427, -2.762)  -0.284
C (-1.715, -1.364, 2.480)  -0.430
H (0.793, -0.459, 3.000)  0.202
H (-1.463, -2.697, 4.176)  0.213
H (-0.755, -3.300, 2.651)  0.210
H (-2.103, -1.209, -2.147)  0.215
H (1.908, 1.597, 1.899)  0.220
H (-1.141, 0.849, -3.017)  0.213
H (-1.079, -2.508, -2.406)  0.217
H (-2.495, -1.016, 3.157)  0.213
H (3.293, -0.328, -1.334)  0.223
H (-1.321, -1.914, -0.736)  0.220
H (1.451, 2.756, -0.678)  0.485
H (1.569, -1.896, -0.972)  0.215
H (-2.353, -1.915, 1.781)  0.211
H (3.245, 2.710, -2.615)  0.486
H (0.613, 2.336, -3.310)  0.217
H (-2.742, 0.455, 0.888)  0.205
H (-1.685, 2.409, -0.169)  0.224
H (-0.010, -2.070, 3.733)  0.204

=====

- Look up the net charge of the first one.
  0

=====

What did the third record say?
Density functional theory data (wB97M-V/def2-TZVPD) for C15H18N7O10P2Rb as an isolated structure in a non-equilibrium geometry.

The HOMO energy is -9.403 eV. The value obtained for the largest force on an atom is 2.45 eV/A. Its molar mass is 603.76 g mol⁻¹. As for the net charge: 0. The energy above the lowest of the compared OMol25 structures with the same formula, charge and spin is 0.000 eV.

Each line ends with the natural charge from an NBO analysis.
Positions of all 53 atoms, in Å:
Rb (-0.562, -0.588, -0.256)  0.927
P (-0.472, 1.750, 1.980)  2.378
P (1.475, 2.446, -0.381)  2.375
O (-1.430, -1.118, 3.432)  -0.682
O (0.463, 0.752, 2.612)  -1.212
O (2.166, -1.841, -1.134)  -0.577
O (-1.118, 2.582, 3.224)  -1.019
O (3.997, -0.929, -0.200)  -0.670
O (-1.554, 1.329, 1.060)  -1.166
O (2.929, 2.552, 0.011)  -1.136
O (1.157, 3.647, -1.414)  -1.000
O (0.904, 1.181, -0.917)  -1.188
O (-1.646, -2.946, 2.173)  -0.557
N (-5.124, -1.783, -2.150)  -0.345
N (1.871, 3.063, 2.169)  -0.739
N (-1.211, -1.945, -6.059)  -0.370
N (1.071, -2.047, 1.391)  -0.392
N (-4.449, -1.891, -3.312)  -0.268
N (-0.870, -1.388, -3.356)  -0.372
N (-3.066, -1.391, -1.598)  -0.482
C (0.571, -2.124, 2.614)  0.102
C (-2.069, -1.654, -3.864)  0.108
C (-4.293, -1.487, -1.140)  0.195
C (0.011, 4.385, 1.128)  -0.634
C (2.720, -1.943, 3.605)  -0.165
C (2.374, -1.826, 1.258)  0.080
C (-2.238, -1.932, -5.215)  0.018
C (-3.214, -1.647, -2.927)  0.271
C (1.355, -2.087, 3.757)  -0.206
C (3.244, -1.766, 2.332)  -0.201
C (2.811, -1.557, -0.160)  0.772
C (-0.944, -2.128, 2.700)  0.757
C (0.159, -1.404, -4.196)  0.003
C (0.664, 3.008, 1.240)  -0.633
C (-0.011, -1.681, -5.542)  -0.011
H (3.370, -1.922, 4.471)  0.223
H (-3.223, -2.147, -5.614)  0.214
H (-0.890, 4.313, 0.519)  0.243
H (0.425, 3.394, -1.995)  0.506
H (0.898, -2.150, 4.737)  0.231
H (-0.280, 4.747, 2.116)  0.215
H (-2.035, 2.812, 3.017)  0.506
H (0.673, 5.107, 0.649)  0.229
H (-4.607, -1.359, -0.113)  0.223
H (4.297, -1.580, 2.171)  0.239
H (1.137, -1.194, -3.773)  0.218
H (-6.117, -1.927, -2.134)  0.417
H (1.913, 3.923, 2.705)  0.408
H (4.147, -0.669, -1.120)  0.506
H (-0.730, -0.427, 3.482)  0.525
H (1.849, 2.249, 2.789)  0.455
H (2.668, 2.930, 1.449)  0.477
H (0.833, -1.693, -6.222)  0.200